Arrangement i

Entry from OMol25: a single C4H9N3O molecule (ωB97M-V with the def2-TZVPD basis set).

Structure (ORCA input):
```
! RIJCOSX wB97M-V def2-TZVPD def2/J DEFGRID3
* xyz 0 1
H -2.25643 1.82889 -0.43947
N -2.71937 0.94679 -0.24027
C -1.95788 -0.09308 -0.16488
N -2.60512 -1.31802 0.16099
N -0.57964 -0.15155 -0.03090
C 0.15144 0.98082 0.05516
C 1.54006 1.03225 0.10802
C 2.52046 -0.08024 0.16964
O 1.96803 -1.35115 -0.30647
H -3.60881 -1.31452 0.23581
H -2.13940 -1.95056 0.86065
H -0.05976 -1.00626 -0.03756
H -0.43043 1.93171 0.14097
H 1.93203 2.07627 0.00237
H 3.41068 0.06987 -0.41343
H 2.91751 -0.29486 1.19695
H 1.91665 -1.30636 -1.29759
*
```

Summary:
SMILES: [H]/N=C(/N)N/C=C\CO
LUMO energy, eV: 0.65

Here are the Mulliken charges for atoms 1 to 8, given in e: number 1, H, carries 0.2064; number 2, N, carries -0.7371; number 3, C, carries 0.5884; number 4, N, carries -0.4674; number 5, N, carries -0.1157; number 6, C, carries -0.0345; number 7, C, carries -0.4342; number 8, C, carries -0.4323

Arrangement ii

Entry from OMol25: C4H9N3O as an isolated structure (ωB97M-V with the def2-TZVPD basis set).

Structure (ORCA input):
```
! RIJCOSX wB97M-V def2-TZVPD def2/J DEFGRID3
* xyz 0 1
C 1.78740 -0.00107 1.03577
C 0.67172 -0.81460 -1.00924
N 0.56496 -0.10698 0.25851
C -0.98511 -0.46701 1.38001
N -1.95489 0.63523 -1.22855
C -0.41161 1.06790 0.47086
N -1.40439 1.43955 -0.25100
O -1.73252 -1.23258 0.88896
H -2.87379 1.00596 -1.44289
H -2.03419 -0.35130 -0.96089
H -0.00964 1.79878 1.15666
H 1.57149 0.46949 1.99389
H 2.54150 0.58395 0.50043
H 2.18450 -1.00089 1.22714
H -0.04888 -1.63617 -1.03502
H 0.46791 -0.14474 -1.84313
H 1.66556 -1.24553 -1.14150
*
```

Summary:
LUMO energy, eV: 0.68

Here are the Mulliken charges for atoms 1 to 8, given in e: number 1, C, carries -1.0851; number 2, C, carries -0.9138; number 3, N, carries 0.1955; number 4, C, carries -0.0093; number 5, N, carries -0.4118; number 6, C, carries -0.1307; number 7, N, carries -0.4070; number 8, O, carries -0.3399

Most stable: arrangement i. Least stable: arrangement ii.

Arrangement i

Entry from OMol25: a single C4H9N3O molecule (ωB97M-V with the def2-TZVPD basis set).

Structure (ORCA input):
```
! RIJCOSX wB97M-V def2-TZVPD def2/J DEFGRID3
* xyz 0 1
H -0.00399 3.47963 -1.07393
N -0.38370 2.58574 -1.13907
C -0.42923 1.82347 -0.14354
C -0.82268 0.37468 -0.11457
C -2.09030 0.11256 0.58138
O -2.22304 -0.17957 1.72259
N 0.40129 -0.15620 0.48130
C 0.41995 -1.58662 0.93380
N 1.56248 0.09101 -0.27078
H -0.02312 2.21377 0.81400
H -0.89708 0.03994 -1.17067
H -2.98655 0.18887 -0.11059
H 1.37389 -1.50631 1.57946
H -0.28258 -1.55549 1.76588
H 0.27976 -2.31570 0.15326
H 1.36358 -0.24760 -1.12669
H 1.67809 1.12889 -0.34713
*
```

Summary:
SMILES: [H]/N=C/[C@H](C=O)N(C)N
LUMO energy, eV: 0.58

Here are the Mulliken charges for atoms 1 to 8, given in e: number 1, H, carries 0.2756; number 2, N, carries -0.5556; number 3, C, carries -0.4503; number 4, C, carries 0.4572; number 5, C, carries -0.1153; number 6, O, carries -0.4358; number 7, N, carries 0.0199; number 8, C, carries -1.0114

Arrangement ii

Entry from OMol25: a single C4H9N3O molecule (ωB97M-V with the def2-TZVPD basis set).

Structure (ORCA input):
```
! RIJCOSX wB97M-V def2-TZVPD def2/J DEFGRID3
* xyz 0 1
C -1.30485 -1.47717 1.26117
C 2.21272 0.16881 -1.11864
N -0.84368 -0.11126 1.05388
C -0.49510 0.28591 -0.46879
C 1.16779 0.10961 -0.07052
N -0.64540 1.69694 -0.64342
N 1.16947 -0.05026 1.13984
O -0.93352 -0.47666 -1.34054
H -1.45384 0.56482 1.51513
H -0.56407 2.28376 0.17384
H -1.41738 1.92618 -1.25218
H -2.32094 -1.63023 0.89011
H -0.63944 -2.15472 0.73072
H -1.27055 -1.70086 2.32887
H 3.21278 -0.02037 -0.73041
H 2.17028 1.15404 -1.58664
H 1.95573 -0.56856 -1.88242
*
```

Summary:
LUMO energy, eV: -0.46

Here are the Mulliken charges for atoms 1 to 8, given in e: number 1, C, carries -0.7782; number 2, C, carries -1.2770; number 3, N, carries -0.2841; number 4, C, carries 0.7658; number 5, C, carries 0.7185; number 6, N, carries -0.5915; number 7, N, carries -0.4289; number 8, O, carries -0.7050

Most stable: arrangement i. Least stable: arrangement ii.

Arrangement i

Entry from OMol25: a single C17H27N3O molecule (ωB97M-V with the def2-TZVPD basis set).

Structure (ORCA input):
```
! RIJCOSX wB97M-V def2-TZVPD def2/J DEFGRID3
* xyz 0 1
O 3.96920 -1.24478 -0.68152
C 4.10225 0.12187 -0.39586
C 2.86367 0.94124 -0.76784
C 1.66423 0.62670 0.14113
C 0.47669 1.53701 -0.21398
N -0.00757 1.19948 -1.53594
C -0.92973 2.17579 -2.10014
C -2.21147 2.32519 -1.32067
C -2.31242 3.22093 -0.26058
C -3.48208 3.25347 0.48124
N -4.52083 2.47204 0.24050
C -4.43302 1.62673 -0.77199
C -3.31189 1.51312 -1.57813
C -0.51259 -0.15840 -1.53509
C 0.62234 -1.12138 -1.15959
N 1.31709 -0.78624 0.07048
C 0.87478 -1.42442 1.29502
C -0.62979 -1.46146 1.62368
C -0.71598 -2.57669 2.65767
C 0.17920 -3.66624 2.06437
C 1.31277 -2.90954 1.35514
H 3.10828 -1.51372 -0.31952
H 4.32225 0.26687 0.67491
H 4.96558 0.47014 -0.97010
H 3.10417 2.00039 -0.66720
H 2.59581 0.75222 -1.80614
H 1.96176 0.84658 1.17354
H 0.80981 2.57708 -0.21381
H -0.30950 1.42363 0.55496
H -0.40195 3.13311 -2.13867
H -1.15001 1.85807 -3.12344
H -1.49554 3.88573 -0.02213
H -3.59519 3.93711 1.31290
H -5.30605 1.00959 -0.94153
H -3.29644 0.80979 -2.39745
H -0.85993 -0.40446 -2.54202
H -1.36078 -0.27323 -0.83800
H 0.22469 -2.13396 -1.08039
H 1.35558 -1.11013 -1.97257
H 1.37356 -0.89475 2.11433
H -0.99991 -0.50630 1.99576
H -1.20775 -1.74472 0.74423
H -1.73657 -2.91988 2.82231
H -0.31064 -2.23210 3.61044
H 0.55405 -4.34664 2.82719
H -0.39186 -4.25374 1.34415
H 1.47936 -3.30017 0.35221
H 2.25234 -3.00092 1.89812
*
```

Summary:
SMILES: OCC[C@H]1CN(Cc2ccncc2)CCN1C1CCCC1
LUMO energy, eV: 0.71

Here are the Mulliken charges for atoms 1 to 8, given in e: number 1, O, carries -0.6392; number 2, C, carries -0.6775; number 3, C, carries -0.9758; number 4, C, carries -0.0193; number 5, C, carries -0.8803; number 6, N, carries 0.1743; number 7, C, carries -1.6334; number 8, C, carries 0.9932

Arrangement ii

Entry from OMol25: C17H27N3O as an isolated structure (ωB97M-V with the def2-TZVPD basis set).

Structure (ORCA input):
```
! RIJCOSX wB97M-V def2-TZVPD def2/J DEFGRID3
* xyz 0 1
C -6.56032 -0.38502 -1.19901
C -6.02399 0.51166 -0.14111
C -5.59661 -0.15781 1.08823
C -4.50005 -1.21061 0.90256
C -3.25060 -0.62320 0.37868
H -3.45975 -0.08531 -0.40213
C -2.16448 -1.51586 0.67129
C -0.77799 -0.65578 0.07941
C -0.72620 -0.12048 -1.32263
C 0.73985 0.41649 -1.52020
C 0.83071 1.94240 -0.71901
O -0.05570 2.69897 -0.69689
N 2.15111 1.74224 -0.28824
N 3.13324 1.10972 -0.23221
C 4.25078 1.18433 0.13255
C 5.14367 0.07058 0.21545
C 5.14422 -0.92608 -0.95266
N 5.88233 -1.83081 -1.13998
C 7.00232 -1.88838 -0.42078
C 7.07492 -1.15969 0.88207
C 6.20198 -0.14782 0.90194
H 6.25368 0.56415 2.02991
H 7.90503 -1.30831 1.50457
H 7.47423 -2.78982 -0.40266
H 4.32554 -0.43865 -1.97836
C 4.76445 2.45238 1.01381
H 4.32631 3.14370 0.52413
H 5.80004 2.65608 1.05024
H 4.19446 2.37361 2.14735
H 2.28932 2.75702 0.41211
H 1.51167 -0.12216 -1.31010
H 0.74702 0.68986 -2.69799
H -0.82808 -0.91982 -1.91000
H -1.44996 0.49807 -1.40422
H 0.03406 -1.44339 0.36856
H -0.58710 0.35701 0.93680
H -2.21565 -2.16346 -0.41273
H -1.99235 -1.85797 1.74504
H -3.10211 0.40440 1.25957
H -4.49818 -1.57283 1.96917
H -4.70743 -2.01361 0.33968
H -6.74364 -0.77205 1.69961
H -5.61759 0.43087 1.93111
H -7.06153 1.03215 0.15824
H -5.46456 1.22370 -0.54107
H -7.23519 -1.13297 -0.96677
H -5.69258 -1.07971 -1.61440
H -6.86933 0.06219 -2.06893
*
```

Summary:
LUMO energy, eV: -0.16

Here are the Mulliken charges for atoms 1 to 8, given in e: number 1, C, carries -1.3530; number 2, C, carries -0.4451; number 3, C, carries -0.8306; number 4, C, carries -0.9478; number 5, C, carries -0.6942; number 6, H, carries 0.7137; number 7, C, carries -0.5482; number 8, C, carries -0.3540

Most stable: arrangement i. Least stable: arrangement ii.

Arrangement i

Entry from OMol25: a single C3H3FO2 molecule (ωB97M-V with the def2-TZVPD basis set).

Structure (ORCA input):
```
! RIJCOSX wB97M-V def2-TZVPD def2/J DEFGRID3
* xyz 0 1
C 1.81833 0.32145 -0.05162
C 0.70301 -0.30342 0.13740
O -0.60106 0.40633 -0.07057
C -1.78615 -0.13005 -0.01664
O -2.15454 -1.24583 0.02222
F -2.72306 0.87712 0.02356
H 2.84606 0.00352 -0.14433
H 1.51269 1.27673 -0.47353
H 0.38473 -1.20586 0.57351
*
```

Summary:
SMILES: C=COC(=O)F
LUMO energy, eV: 0.84

Here are the Mulliken charges for atoms 1 to 8, given in e: number 1, C, carries -0.6540; number 2, C, carries 0.0004; number 3, O, carries -0.2884; number 4, C, carries 0.6822; number 5, O, carries -0.4337; number 6, F, carries -0.2198; number 7, H, carries 0.3039; number 8, H, carries 0.2481

Arrangement ii

Entry from OMol25: a single C3H3FO2 molecule (ωB97M-V with the def2-TZVPD basis set).

Structure (ORCA input):
```
! RIJCOSX wB97M-V def2-TZVPD def2/J DEFGRID3
* xyz 0 1
C -1.29506 -1.21895 -0.30615
C -0.50514 -0.14959 -0.44966
F -1.04425 0.97326 -0.97671
C 0.76434 0.10369 0.32449
O 1.40034 1.16949 0.06004
O 0.94677 -0.69261 1.31090
H -1.12971 -2.18793 0.18868
H -2.22394 -1.30316 -1.00526
H 0.19021 -1.49418 1.22743
*
```

Summary:
SMILES: C=C(F)C(=O)O
LUMO energy, eV: -0.07

Here are the Mulliken charges for atoms 1 to 8, given in e: number 1, C, carries -0.8213; number 2, C, carries 0.7070; number 3, F, carries -0.2155; number 4, C, carries 0.5005; number 5, O, carries -0.5495; number 6, O, carries -0.4451; number 7, H, carries 0.2415; number 8, H, carries 0.2257

Most stable: arrangement i. Least stable: arrangement ii.

Arrangement i

Entry from OMol25: a 2-piece molecular cluster, C3H3FO2 overall (ωB97M-V with the def2-TZVPD basis set).

Structure (ORCA input):
```
! RIJCOSX wB97M-V def2-TZVPD def2/J DEFGRID3
* xyz 0 1
C -0.69764 -1.33076 1.07976
C 0.17393 -0.98468 0.16587
C 1.01704 -0.43847 -0.55334
O 1.71594 0.05022 -1.34389
H -0.98889 -2.38774 0.99905
H -1.16498 -0.79048 1.88684
O 0.03362 2.24872 -0.42667
F -0.97800 1.40068 -0.83055
H 0.88898 2.23252 -0.97707
*
```

Summary:
SMILES: C=C=C=O.OF
LUMO energy, eV: -0.74

Here are the Mulliken charges for atoms 1 to 8, given in e: number 1, C, carries -0.7564; number 2, C, carries -0.1073; number 3, C, carries 0.8729; number 4, O, carries -0.4912; number 5, H, carries 0.2242; number 6, H, carries 0.2767; number 7, O, carries -0.2957; number 8, F, carries -0.0933

Arrangement ii

Entry from OMol25: a 2-piece molecular cluster, C3H3FO2 overall (ωB97M-V with the def2-TZVPD basis set).

Structure (ORCA input):
```
! RIJCOSX wB97M-V def2-TZVPD def2/J DEFGRID3
* xyz 0 1
C 1.40607 1.32587 -0.11331
C 1.16422 0.06497 -0.39141
C 1.29987 -1.17505 -0.63135
O 1.22265 -2.30695 -0.92664
H 0.60196 2.04918 -0.09014
H 2.40016 1.70222 0.10597
O -2.22653 -0.56458 0.49969
F -3.03848 0.15760 1.36163
H -2.82993 -1.25326 0.18555
*
```

Summary:
SMILES: C=C=C=O.OF
LUMO energy, eV: -0.60

Here are the Mulliken charges for atoms 1 to 8, given in e: number 1, C, carries -0.6314; number 2, C, carries -0.1447; number 3, C, carries 0.7335; number 4, O, carries -0.4400; number 5, H, carries 0.2390; number 6, H, carries 0.2447; number 7, O, carries -0.2170; number 8, F, carries -0.1278

Most stable: arrangement ii. Least stable: arrangement i.

Arrangement i

Entry from OMol25: a single C11H13P molecule (ωB97M-V with the def2-TZVPD basis set).

Structure (ORCA input):
```
! RIJCOSX wB97M-V def2-TZVPD def2/J DEFGRID3
* xyz 0 1
C 3.69941 0.91085 -0.04652
C 3.75950 -0.42399 0.13492
C 1.63728 2.38517 0.20183
C 2.28931 1.26312 -0.07975
C 1.55363 0.01458 -0.02171
C 2.42686 -1.02901 0.01633
C -0.68962 0.89419 -0.09013
C 2.10090 -2.53767 -0.13737
C -4.31989 -0.32684 0.24652
C -1.87932 0.10140 -0.37560
C -3.22568 0.73442 0.11602
P -0.23326 2.43882 0.09855
H 4.43043 1.67448 0.15791
H 4.58332 -1.03442 0.40484
H 2.09427 3.40262 0.22176
H 2.95650 -3.21156 0.09719
H 1.52042 -2.75280 -1.04844
H 1.33835 -2.68556 0.63813
H -4.43389 -0.91327 1.06647
H -3.99531 -0.89991 -0.65955
H -5.27860 0.19312 0.04364
H -1.66197 -1.02229 0.03244
H -2.06951 -0.00533 -1.44712
H -3.54053 1.46800 -0.64305
H -3.06262 1.36186 1.07269
*
```

Summary:
LUMO energy (alpha / beta), eV: -0.66 / -0.66

Here are the Mulliken charges for atoms 1 to 8, given in e: number 1, C, carries -1.1343; number 2, C, carries -0.3769; number 3, C, carries -0.4048; number 4, C, carries 0.7524; number 5, C, carries -0.1530; number 6, C, carries 0.2202; number 7, C, carries -0.0938; number 8, C, carries -1.0482

Arrangement ii

Entry from OMol25: a single C11H13P molecule (ωB97M-V with the def2-TZVPD basis set).

Structure (ORCA input):
```
! RIJCOSX wB97M-V def2-TZVPD def2/J DEFGRID3
* xyz 0 1
C -1.90213 -1.63193 -1.18577
C -2.22444 -0.45031 -0.38162
C -2.03515 -0.37665 1.10873
C -1.01428 0.28781 0.23040
P -1.21795 2.13167 0.48486
C 0.19045 2.24020 -0.73760
C 1.11562 1.21121 -0.30062
C 2.51476 1.38635 -0.20428
C 3.33228 0.40231 0.28679
C 2.69076 -0.67767 0.85251
C 1.29267 -0.90320 0.74684
C 0.46956 0.10048 0.22268
H -1.99598 -1.55428 -2.26700
H -2.36546 -2.53990 -0.78029
H -0.90084 -1.87416 -1.03577
H -2.91548 0.24362 -0.82817
H -2.74583 0.20009 1.74776
H -1.75435 -1.30205 1.53831
H -0.40484 2.10275 1.51899
H 0.56223 3.26495 -0.92460
H -0.16001 1.93318 -1.66834
H 2.89087 2.32815 -0.56701
H 4.36675 0.72102 0.55861
H 3.21712 -1.44007 1.36803
H 1.06179 -1.90138 1.03172
*
```

Summary:
SMILES: C[C@H]1C[C@]12PCc1ccccc12
LUMO energy, eV: 1.02

Here are the Mulliken charges for atoms 1 to 8, given in e: number 1, C, carries -1.4257; number 2, C, carries 0.2926; number 3, C, carries -0.9810; number 4, C, carries 0.6046; number 5, P, carries -0.1201; number 6, C, carries -1.0825; number 7, C, carries 0.5022; number 8, C, carries -0.5229

Most stable: arrangement ii. Least stable: arrangement i.